Computed, not measured: an isolated ion of composition C2H6NS and charge -1 in a non-equilibrium geometry, with ωB97M-V/def2-TZVPD.

Structure (ORCA input):
```
! wB97M-V def2-TZVPD RIJCOSX def2/J DEFGRID3
* xyz -1 1
N -1.488 0.959 0.463
C -1.294 -0.019 -0.608
C 0.182 -0.269 -0.923
S 1.347 -0.321 0.552
H -0.530 1.290 0.678
H -1.675 0.721 1.431
H -1.872 -0.943 -0.532
H -1.715 0.473 -1.516
H 0.478 0.594 -1.532
H 0.491 -1.140 -1.498
*
```

energy above the lowest of the compared OMol25 structures with the same formula, charge and spin	14.5	kcal per mole
frontier orbital gap	6.7227	eV